1.
49
Properties=species:S:1:pos:R:3:nbo_charge:R:1 method="wB97M-V/def2-TZVPD" smiles="CN(C)S(=O)(=O)c1cc(NC(=O)CN2CCCc3ccccc32)ccc1Cl" de_lowest_kj_mol=65.90 spin_multiplicity=1
C -2.72728 1.84710 1.80740 -0.43
N -4.01296 1.89541 1.15704 -0.66
C -5.09712 1.25830 1.85955 -0.43
S -3.99241 1.64061 -0.48731 2.33
O -2.89571 2.37783 -1.03083 -0.93
O -5.30485 1.90452 -0.98715 -0.93
C -3.59085 -0.11801 -0.65614 -0.35
C -2.24314 -0.41769 -0.60525 -0.24
C -1.81422 -1.74015 -0.65971 0.22
N -0.46111 -2.07706 -0.58179 -0.64
C 0.52005 -1.35243 0.04458 0.68
O 0.33178 -0.30487 0.61054 -0.59
C 1.89489 -2.03152 -0.02493 -0.31
N 2.97706 -1.11041 0.18839 -0.42
C 3.34935 -0.87788 1.56956 -0.20
C 4.74992 -0.28433 1.61431 -0.40
C 4.71977 1.07602 0.93489 -0.41
C 4.03367 0.99145 -0.40236 -0.07
C 4.25777 1.99013 -1.33538 -0.17
C 3.63667 1.98430 -2.57085 -0.25
C 2.76912 0.95220 -2.87419 -0.21
C 2.53281 -0.05484 -1.95855 -0.22
C 3.15758 -0.06245 -0.70835 0.17
C -2.76247 -2.75305 -0.80904 -0.23
C -4.10753 -2.45120 -0.86394 -0.22
C -4.53235 -1.12930 -0.76572 -0.04
Cl -6.21329 -0.78589 -0.80166 0.05
H -2.00950 2.32969 1.14993 0.24
H -2.78204 2.39771 2.74678 0.21
H -2.39984 0.82039 2.01153 0.19
H -4.89299 0.19989 2.06878 0.18
H -5.98425 1.34288 1.23723 0.24
H -5.27072 1.77815 2.80202 0.21
H -1.53813 0.39346 -0.54041 0.28
H -0.22631 -3.00857 -0.89560 0.40
H 1.93377 -2.79404 0.76071 0.23
H 2.02113 -2.53719 -0.98778 0.21
H 2.63795 -0.20260 2.06480 0.19
H 3.33284 -1.83966 2.09180 0.20
H 5.43338 -0.94945 1.08298 0.21
H 5.08634 -0.19544 2.64815 0.21
H 4.17698 1.78714 1.56621 0.21
H 5.73308 1.46246 0.80613 0.22
H 4.93444 2.79353 -1.07894 0.21
H 3.82265 2.77488 -3.28128 0.21
H 2.26303 0.92825 -3.82813 0.21
H 1.83762 -0.83274 -2.23298 0.19
H -2.44305 -3.78272 -0.88061 0.21
H -4.84154 -3.23281 -0.97443 0.23


2.
51
Properties=species:S:1:pos:R:3:nbo_charge:R:1 method="wB97M-V/def2-TZVPD" total_charge=-2 de_lowest_kj_mol=22.48 spin_multiplicity=1
Hg -1.29524 0.72389 -1.55759 1.27
O 1.96935 2.14362 -2.20336 -1.08
S 0.71521 2.49631 -2.89417 2.57
O 0.89299 3.54801 -3.88865 -1.05
O -0.30169 2.92020 -1.84651 -1.17
O 0.12928 1.25193 -3.51874 -1.14
N -2.23963 4.20672 -0.00653 -0.71
N -3.48600 3.94652 -0.69169 -0.72
H -1.45768 3.90264 -0.59013 0.39
H -2.23811 3.61999 0.81861 0.32
H -3.38233 3.12902 -1.30036 0.38
H -3.63146 4.74115 -1.30180 0.32
C 2.02085 2.32373 3.30269 -0.24
C 1.88154 2.76696 1.99344 -0.21
C 1.35782 1.93040 1.01540 -0.20
C 0.96498 0.62862 1.34077 -0.43
C 1.11395 0.19338 2.65714 -0.17
C 1.63778 1.03156 3.63512 -0.26
Ge 0.24987 -0.52209 -0.09369 0.80
C -0.65259 -2.00477 0.88278 -0.30
C -0.41104 -3.35377 0.62563 -0.25
C -1.10917 -4.35607 1.29200 -0.23
C -2.06939 -4.02729 2.23720 -0.25
C -2.33072 -2.68847 2.50404 -0.22
C -1.63185 -1.69696 1.83103 -0.25
C 1.80535 -1.34711 -0.96777 -0.43
C 2.11321 -1.04425 -2.29457 -0.12
C 3.23283 -1.60806 -2.89709 -0.23
C 4.05650 -2.47272 -2.18991 -0.24
C 3.76727 -2.76952 -0.86362 -0.25
C 2.65082 -2.20417 -0.26154 -0.23
H 2.42508 2.98408 4.06247 0.19
H 2.17802 3.77382 1.72403 0.21
H 1.26706 2.28560 -0.00851 0.29
H 0.81242 -0.81313 2.93023 0.19
H 1.74341 0.67573 4.65474 0.19
H 0.33370 -3.62990 -0.11267 0.22
H -0.90196 -5.39700 1.06835 0.19
H -2.61552 -4.80574 2.75791 0.19
H -3.08611 -2.41767 3.23320 0.20
H -1.85679 -0.65592 2.04242 0.22
H 1.49795 -0.33777 -2.84589 0.27
H 3.46780 -1.34995 -3.92302 0.20
H 4.93054 -2.90548 -2.66510 0.19
H 4.41366 -3.43250 -0.29813 0.19
H 2.44013 -2.43037 0.78011 0.20
C -4.28776 0.59037 -1.61851 -0.23
O -3.23415 1.30224 -2.17777 -0.97
H -5.24923 0.97475 -1.99926 0.13
H -4.33823 0.66778 -0.51755 0.13
H -4.26270 -0.48839 -1.85521 0.12


3.
59
Properties=species:S:1:pos:R:3:nbo_charge:R:1 method="wB97M-V/def2-TZVPD" spin_multiplicity=1
C -4.59526 0.42690 -4.22706 -0.22
C -3.88329 -0.45929 -3.43551 -0.21
C -3.67149 -0.19035 -2.08925 -0.17
C -4.15428 0.97388 -1.50594 -0.04
C -3.98133 1.34978 -0.04615 -0.45
C -2.96143 0.59203 0.76304 -0.03
C -1.71646 0.24324 0.32949 -0.20
C -0.76454 -0.44986 1.14326 -0.20
C -1.04373 -0.77902 2.42383 -0.20
C -2.32358 -0.43885 2.93846 0.07
N -2.77964 -0.67559 4.17521 -0.61
S -4.26303 -0.07754 4.23196 0.95
N -4.42300 0.50488 2.74761 -0.65
C -3.27089 0.23921 2.11412 0.16
C -4.87842 1.85391 -2.31240 -0.21
C -5.10509 1.58424 -3.65268 -0.21
H -4.78578 0.22247 -5.27234 0.22
H -3.49216 -1.35996 -3.88127 0.21
H -3.13592 -0.92148 -1.49834 0.21
H -4.95082 1.21469 0.43815 0.24
H -3.76400 2.41887 0.02127 0.23
H -1.42323 0.49313 -0.68317 0.22
H 0.19485 -0.69495 0.70982 0.23
H -0.34103 -1.27312 3.07869 0.24
H -5.27885 2.75636 -1.86293 0.20
H -5.67883 2.29494 -4.23423 0.21
C -3.35422 -5.37806 -5.84539 -0.10
C -4.55979 -5.55658 -6.74735 -0.10
O -5.53285 -4.65422 -6.20483 -0.69
S -4.80411 -3.36008 -5.60819 2.55
O -4.83441 -2.31964 -6.57186 -0.90
O -5.26465 -3.16781 -4.28425 -0.89
O -3.32349 -3.96885 -5.58053 -0.69
H -3.47232 -5.91091 -4.90039 0.20
H -2.42318 -5.67291 -6.32134 0.21
H -4.95861 -6.56667 -6.72923 0.21
H -4.34117 -5.26258 -7.77571 0.19
C 3.72142 1.87839 3.42088 -0.10
C 3.33705 1.91201 1.95710 -0.10
O 3.61456 0.57764 1.50064 -0.69
S 3.32711 -0.46741 2.67376 2.56
O 2.02310 -1.00664 2.51508 -0.92
O 4.45751 -1.31010 2.81296 -0.89
O 3.28161 0.58683 3.87235 -0.69
H 4.80031 1.94842 3.55173 0.20
H 3.22975 2.65271 4.00272 0.21
H 3.92502 2.62157 1.38233 0.22
H 2.27250 2.11374 1.82110 0.19
C 9.44723 3.32568 4.86954 -0.10
C 8.93970 1.89775 4.91755 -0.10
O 7.67339 1.96231 4.24406 -0.69
S 7.73401 3.05378 3.07868 2.55
O 7.99959 2.41460 1.84273 -0.89
O 6.62011 3.92095 3.23515 -0.91
O 9.06335 3.79131 3.56610 -0.68
H 8.96352 3.95211 5.62073 0.20
H 10.52647 3.39547 4.97049 0.22
H 8.78975 1.53274 5.92921 0.22
H 9.59296 1.21594 4.37051 0.20


4.
46
Properties=species:S:1:pos:R:3:nbo_charge:R:1 method="wB97M-V/def2-TZVPD" smiles="COc1ccc2c(c1)CCc1c(C(=O)N3CCCCCC3)noc1-2" de_lowest_kj_mol=1930.73 spin_multiplicity=1
C 7.78278 0.73284 -0.41722 -0.24
O 7.22037 -0.41025 -0.43597 -0.48
C 5.78044 -0.53754 -0.19144 0.36
C 5.15286 -1.94336 -0.23902 -0.26
C 3.72171 -1.96641 0.19969 -0.14
C 2.90839 -0.86340 0.47871 -0.15
C 3.56420 0.55655 0.12402 0.08
C 4.89261 0.66175 -0.08663 -0.34
C 2.69813 1.96436 0.54048 -0.31
C 1.34658 1.48899 -0.12896 -0.44
C 0.78658 0.43369 0.39488 -0.08
C -0.57521 -0.20805 0.67501 -0.01
C -1.64243 0.82003 0.56099 0.67
O -1.62553 1.93714 1.04826 -0.59
N -2.99911 0.20383 0.20287 -0.45
C -3.30041 -1.07610 0.06845 -0.21
C -4.58900 -1.68017 0.56045 -0.45
C -5.66000 -1.66107 -0.59454 -0.41
C -6.10225 0.13644 -0.66031 -0.37
C -5.09713 0.93757 -0.79163 -0.47
C -4.05234 1.25626 0.22673 -0.21
N -0.44251 -1.60418 0.92236 -0.04
O 0.75214 -1.85798 0.94020 -0.22
C 1.56127 -0.77584 0.37627 0.24
H 7.82162 1.28739 0.43055 0.17
H 8.66837 0.54782 -0.77438 0.20
H 7.49688 1.27797 -1.33496 0.15
H 5.70010 -2.77798 -0.19028 0.21
H 3.20910 -2.89161 0.23309 0.21
H 5.43059 1.57235 -0.04425 0.22
H 2.60628 1.98626 1.50765 0.19
H 3.11056 2.72003 0.34966 0.17
H 1.20905 1.89067 -1.01289 0.24
H 0.78315 2.39174 0.54983 0.25
H -3.12896 -1.15144 -1.12412 0.14
H -2.39576 -1.71998 0.36443 0.25
H -4.41039 -2.63953 0.25482 0.24
H -4.68582 -1.30480 1.35983 0.19
H -5.32303 -1.77211 -1.76469 0.24
H -6.52016 -2.08746 -0.05135 0.22
H -6.93519 0.00797 -1.40035 0.22
H -6.56666 0.43043 0.36290 0.18
H -4.42580 0.64404 -1.72301 0.18
H -5.49247 1.81937 -1.12649 0.23
H -4.65541 1.04367 1.08988 0.17
H -3.57818 2.18008 0.27050 0.25


5.
47
Properties=species:S:1:pos:R:3:nbo_charge:R:1 method="wB97M-V/def2-TZVPD" smiles="COc1ccc(/C(N)=N/OC(=O)CCCc2ccccc2)cc1OC" de_lowest_kj_mol=368.95 spin_multiplicity=1
C -6.79341 -2.57840 0.29906 -0.25
O -6.54148 -1.25505 -0.10430 -0.52
C -5.26746 -0.76172 0.00467 0.30
C -4.21265 -1.49204 0.54352 -0.30
C -2.94530 -0.95806 0.66767 -0.17
C -2.69518 0.34402 0.25690 -0.10
C -1.34614 0.93224 0.40462 0.41
N -1.27360 2.24665 0.73010 -0.81
N -0.39912 0.08051 0.28169 -0.23
O 0.96065 0.38730 0.47591 -0.37
C 1.59151 1.44738 0.00355 0.80
O 1.08226 2.38899 -0.56782 -0.64
C 3.08223 1.34201 0.24387 -0.51
C 3.46968 0.46026 1.42699 -0.38
C 4.99097 0.42333 1.62087 -0.44
C 5.68073 -0.18596 0.43312 0.08
C 5.63659 -1.55983 0.22783 -0.25
C 6.23987 -2.12853 -0.87890 -0.20
C 6.89790 -1.32951 -1.79890 -0.23
C 6.94956 0.03948 -1.60351 -0.19
C 6.34374 0.60578 -0.49527 -0.26
C -3.73564 1.07396 -0.30209 -0.22
C -5.01557 0.54916 -0.44450 0.24
O -5.90445 1.41619 -1.00668 -0.50
C -7.16792 0.98258 -1.45940 -0.24
H -7.85096 -2.74446 0.09792 0.20
H -6.19947 -3.29628 -0.27517 0.18
H -6.60378 -2.71792 1.36804 0.18
H -4.38131 -2.50065 0.88412 0.22
H -2.14259 -1.54007 1.08716 0.24
H -2.13321 2.77001 0.69893 0.39
H -0.43759 2.74912 0.45028 0.43
H 3.46112 2.35855 0.37020 0.23
H 3.52285 0.94040 -0.67354 0.24
H 3.09852 -0.55068 1.25825 0.22
H 3.00055 0.84299 2.33550 0.21
H 5.21324 -0.16588 2.51342 0.22
H 5.35952 1.43826 1.78333 0.20
H 5.12675 -2.18789 0.94461 0.21
H 6.19802 -3.19822 -1.02463 0.21
H 7.36980 -1.77267 -2.66345 0.21
H 7.46228 0.66911 -2.31624 0.21
H 6.38879 1.67589 -0.34850 0.21
H -3.58712 2.07330 -0.68337 0.22
H -7.59223 1.84268 -1.97751 0.19
H -7.82037 0.69730 -0.63206 0.18
H -7.08056 0.14635 -2.15631 0.18


| no. | orbital gap (eV) |
| --- | --- |
| 1 | 8.027 |
| 2 | 6.700 |
| 3 | 8.311 |
| 4 | 7.487 |
| 5 | 8.915 |